No. 1
94
Properties=species:S:1:pos:R:3 method="wB97M-V/def2-TZVPD" homo_energy_ha="-0.032 / -0.022" total_charge=-2 multiplicity=1 largest_force_ev_per_a=0.473 orbital_gap_ev="4.47 / 4.19" molar_mass_da=1472.6
H 1.568 -4.793 -1.972
C 2.967 1.833 2.217
C -3.966 0.855 -1.908
H 5.325 -7.616 -2.177
C 0.117 -5.874 -0.811
H -3.526 -1.139 0.646
H 3.698 -6.047 -3.306
H -2.155 1.889 5.350
H 3.949 5.254 -1.680
C -6.161 0.223 -1.008
O 2.923 -6.407 0.092
H 0.160 -3.624 1.632
C -5.427 0.944 -1.963
C 5.041 1.323 4.030
C -0.413 -3.491 -0.410
N -3.328 0.102 -0.977
C -5.467 -0.536 -0.071
Se -0.441 3.440 -2.527
C -1.922 -3.066 -1.890
C -4.197 5.144 0.020
C 0.203 2.048 2.256
C -1.555 0.954 3.545
H -2.255 0.136 3.641
H -2.595 -2.476 -2.491
O -3.102 -4.980 -3.584
H -4.496 3.805 1.710
C 2.883 3.902 -0.410
H 5.565 -6.428 -0.886
H 0.838 -2.259 0.740
C 4.120 0.328 3.723
C 0.264 3.001 3.273
Se -0.816 -0.054 -3.423
N -0.707 -4.685 -0.982
C 0.585 -3.314 0.675
H -0.498 3.761 5.133
H -5.046 5.760 0.291
H 2.300 7.087 -1.400
C -3.878 4.011 0.844
C -0.576 2.996 4.371
H -0.027 4.580 1.171
S 2.696 -6.711 -1.303
H 1.497 -3.878 0.478
C -2.840 3.189 0.556
H 6.100 -6.063 -2.530
N -1.139 -2.519 -0.935
C 3.084 5.117 -1.043
H 2.390 -0.204 2.577
C 2.160 6.143 -0.887
N -2.209 -5.351 -2.845
C -0.976 -0.109 1.461
C 3.891 2.822 2.535
H 5.631 3.354 3.669
C 1.775 3.693 0.416
C 1.045 5.941 -0.089
C -4.079 -0.568 -0.091
O -1.569 -1.153 1.754
H 0.526 -5.845 0.196
C -2.371 4.603 -1.441
N -1.025 2.738 -1.016
H 0.304 6.724 0.019
O 2.606 -8.100 -1.698
Se 2.509 -2.171 -2.356
H 1.035 3.762 3.216
H -2.597 2.327 1.161
C 1.248 -5.835 -1.840
H -0.495 -6.760 -0.925
H 4.203 -0.651 4.178
N -1.597 4.773 -2.504
H 0.943 -6.247 -2.801
N -5.952 1.705 -2.925
Tl -0.679 0.009 -0.752
H 3.579 3.085 -0.577
C 3.099 0.579 2.823
C 3.976 -5.925 -2.258
C -1.492 1.934 4.492
O -1.756 -6.496 -2.838
C 4.922 2.568 3.433
H 5.846 1.126 4.728
Se -4.542 2.364 -3.849
Se 2.279 -0.273 -1.022
C -2.052 3.470 -0.609
P 1.554 1.989 1.046
H 3.808 3.805 2.088
N -3.299 1.542 -2.825
C 0.856 4.729 0.564
H -7.243 0.268 -1.025
H -5.994 -1.109 0.681
Te 0.744 -1.858 -4.218
H 3.938 -4.864 -2.006
H -3.722 6.282 -1.727
C -3.476 5.445 -1.088
C -1.668 -4.407 -1.947
C 5.325 -6.552 -1.941
C -0.746 0.974 2.356

No. 2
82
Properties=species:S:1:pos:R:3 method="wB97M-V/def2-TZVPD" homo_energy_ha=-0.594 total_charge=+3 multiplicity=1 largest_force_ev_per_a=0.757 orbital_gap_ev=5.72 molar_mass_da=985.7
C 1.634 2.392 3.558
H 5.434 -0.885 -1.737
H 0.795 3.038 3.323
C 5.742 -0.278 2.076
C 6.875 -0.354 1.268
H 3.173 -3.038 -5.881
O -1.658 -0.512 -0.167
H -2.634 -2.829 5.357
H 0.000 -4.848 0.090
C 2.905 -1.444 -2.391
C 2.171 -2.746 2.515
C 3.093 -2.590 -4.899
C 4.490 -0.369 1.509
H 7.858 -0.273 1.714
Br -0.055 0.167 -2.910
C -1.524 -6.348 -0.130
C -2.551 -2.051 4.611
C 2.590 2.121 2.675
C 3.700 -1.363 -4.652
C -3.568 -0.292 3.292
C -0.498 2.950 -2.371
H -3.236 -7.609 -0.396
C -0.356 4.979 0.846
H 4.194 -3.790 5.017
C 5.512 -0.679 -0.681
H -1.110 4.785 1.610
N -2.232 -1.681 -0.182
As 2.667 -0.774 -0.631
H 1.669 -3.151 -1.883
C -1.944 -4.011 -0.286
H 1.715 -0.307 4.864
H 4.081 0.177 -3.218
H -0.615 5.912 0.352
H 1.830 -3.039 1.528
Os 0.390 -0.525 -0.125
H 4.240 -0.856 -5.440
As 0.405 -0.583 2.146
H 3.612 -0.307 2.133
O -0.114 -2.488 -0.287
H 1.904 -4.190 -4.100
C -1.320 -1.787 4.038
C -3.667 -1.304 4.244
C -2.353 -0.030 2.690
H -4.435 0.295 3.024
H -2.280 0.753 1.947
C 3.491 -3.166 4.481
H -3.969 -3.401 -0.689
H 5.847 -0.147 3.145
C 0.053 2.573 0.278
H -0.833 5.003 -1.871
C 2.258 -2.656 -2.648
H 0.604 5.119 1.345
H -0.841 -7.173 0.019
H -0.719 3.056 -3.423
C 4.362 -0.568 0.123
C 2.103 -1.204 4.397
C -0.289 3.849 -0.141
C -1.234 -0.802 3.041
C 3.618 -0.785 -3.396
C -1.046 -5.048 -0.090
H 3.461 1.547 2.959
C -3.294 -4.228 -0.524
C 3.013 -2.001 5.072
C -0.147 1.728 -1.850
C 2.377 -3.238 -3.901
N 0.137 1.524 -0.559
C 1.697 -1.579 3.117
N -1.448 -2.650 -0.239
H -4.797 -5.726 -0.748
H 3.341 -1.722 6.065
C -0.562 4.024 -1.496
C -2.870 -6.592 -0.362
H 0.284 2.371 1.314
H 2.578 2.526 1.669
H -4.621 -1.505 4.714
H -0.453 -2.357 4.343
C 6.759 -0.547 -0.106
C -3.750 -5.533 -0.558
H 7.645 -0.616 -0.721
H 3.426 -4.463 2.771
H 1.692 2.044 4.582
C 3.063 -3.545 3.214

No. 3
79
Properties=species:S:1:pos:R:3 method="wB97M-V/def2-TZVPD" homo_energy_ha="-0.370 / -0.368" total_charge=+1 multiplicity=2 largest_force_ev_per_a=3.317 orbital_gap_ev="6.48 / 6.73" molar_mass_da=799.6
H 3.779 -0.956 -2.539
C -0.645 0.297 -3.018
H 3.245 0.475 1.461
H 5.540 3.548 -1.527
H 1.829 -5.361 0.333
C -1.230 -1.118 3.923
C -0.350 2.634 2.214
C 5.860 1.711 -2.584
C -5.972 -0.826 -1.750
H 5.900 -0.212 -3.533
As -0.599 0.747 1.778
C 3.459 0.873 -1.454
C 3.069 -3.628 0.110
C -5.058 1.386 -1.887
C -3.823 0.903 -1.438
As 1.778 0.361 -0.603
H 1.722 -0.930 -3.277
C 0.720 -2.248 -0.315
C 3.112 -2.261 -0.129
C 0.146 2.990 3.468
C 1.235 0.178 2.222
C -2.641 -0.648 5.812
C 0.373 4.319 3.784
H 3.991 -4.172 0.273
H 0.344 2.226 4.211
H -2.601 1.969 3.666
N -3.719 -0.422 -1.183
H -3.068 -0.948 6.759
C 1.157 -2.951 -3.703
H 4.058 -1.733 -0.134
C 3.957 2.147 -1.185
H 1.444 0.456 3.255
H 1.280 -0.910 2.158
H -1.585 -2.492 5.527
C 0.902 -1.629 -3.397
H -3.604 1.268 5.805
C -0.409 -1.135 -3.308
H 2.211 1.907 1.380
C 0.103 -3.830 -3.919
C -2.935 0.600 5.279
H -0.981 3.382 0.308
C 1.935 -1.561 -0.357
H -0.229 -1.712 -0.499
C 5.155 2.560 -1.743
H 0.763 4.579 4.759
H 0.267 6.353 3.106
H -5.137 2.440 -2.112
O -2.547 -0.923 -0.763
C -0.612 3.637 1.288
C 0.666 -3.605 -0.059
H -2.479 -1.672 -3.536
H 0.300 -4.864 -4.170
S -2.457 1.896 -1.149
C 1.853 -4.296 0.143
H -2.024 -4.037 -4.052
H 0.170 0.927 -3.368
H 3.403 2.816 -0.537
C 5.359 0.450 -2.870
C -1.456 -2.034 -3.550
H -0.283 -4.124 -0.031
H 2.180 -3.297 -3.786
C -1.202 -3.362 -3.849
H -0.577 -1.801 3.391
C -0.399 4.971 1.608
Mo -0.794 0.118 -0.825
C -1.490 0.149 3.409
C 0.096 5.315 2.855
H 6.797 2.032 -3.019
C 2.229 0.821 1.269
H -6.790 -1.523 -1.854
H -4.531 -2.305 -1.092
C -1.799 -1.510 5.125
H -7.076 0.914 -2.388
H -0.629 5.740 0.883
H -1.569 0.656 -3.469
C -2.368 0.995 4.078
C 4.160 0.032 -2.311
C -6.125 0.535 -2.040
C -4.755 -1.275 -1.326

No. 4
82
Properties=species:S:1:pos:R:3 method="wB97M-V/def2-TZVPD" homo_energy_ha="-0.043 / -0.046" total_charge=-2 multiplicity=6 largest_force_ev_per_a=2.026 orbital_gap_ev="5.29 / 5.39" molar_mass_da=809.9
H 2.681 0.862 1.044
H 1.542 -2.268 -5.099
C 2.811 0.593 2.083
C 1.332 2.430 -2.619
C -1.233 0.613 6.881
C 2.712 1.835 -2.450
C 1.688 0.333 2.881
C 1.069 -1.176 -1.906
C 1.933 -3.452 -1.988
C -3.549 0.433 2.637
C 1.987 -3.441 -3.374
H -3.868 -3.538 0.164
H 0.824 -2.161 0.801
H 2.115 -5.544 -3.812
C 1.528 -2.347 -1.247
C 0.237 1.942 -1.874
H -2.854 1.751 -1.455
H 1.332 0.579 -4.500
H 3.540 -0.176 5.755
C -0.209 5.271 -4.622
H 3.650 -4.682 -3.909
C -2.126 2.426 -1.007
C -0.957 2.682 -1.912
H -2.640 3.363 -0.783
H -1.381 -0.077 -2.258
C 1.178 3.495 -3.493
H 0.076 0.102 8.515
H 2.030 3.832 -4.078
H 2.692 0.746 -2.465
H 2.001 -0.295 7.009
H 5.425 0.101 4.196
C -1.594 -1.035 -0.342
H -1.941 -2.474 1.205
C -1.941 -0.803 -1.693
H -2.104 0.805 7.493
S -7.676 -0.655 2.807
H 4.937 0.737 1.830
C -3.345 -2.749 -0.366
C 1.041 -1.203 -3.310
H 2.456 -4.496 -5.200
C -0.042 4.144 -3.637
N -0.619 -0.320 0.356
C 1.528 -2.309 -4.012
H -1.217 5.682 -4.569
H 0.059 -0.494 -5.079
C -1.078 3.745 -2.813
C -2.276 -2.119 0.246
C 3.340 0.030 4.708
C -0.019 0.230 7.443
N -0.277 0.532 4.682
S -4.916 -1.752 3.228
C -6.024 -0.496 2.784
H 2.256 -4.345 -1.462
C 4.403 0.200 3.845
C 1.701 -2.474 0.242
H 3.117 2.133 -1.480
C -2.999 -1.440 -2.316
H 2.524 -1.844 0.584
H -1.806 1.986 -0.069
C 2.580 -4.607 -4.121
As 0.739 0.397 -0.638
H 1.918 -3.510 0.508
H -0.211 0.529 -3.671
H 3.384 2.190 -3.233
C 0.523 -0.083 -4.181
H -2.241 1.009 5.046
C -3.754 -2.389 -1.644
H -4.614 -2.854 -2.111
H -3.241 -1.178 -3.342
S -1.961 -1.665 3.551
C -1.303 0.726 5.509
H -2.027 4.271 -2.861
C 1.049 0.017 6.602
C 4.130 0.534 2.528
H -0.034 4.924 -5.644
Mn -0.482 0.060 2.564
C 2.018 0.142 4.258
S -5.200 0.950 2.305
C 0.916 0.196 5.220
S -2.329 1.659 2.473
C -3.416 -0.841 3.083
H 0.502 6.076 -4.420

No. 5
84
Properties=species:S:1:pos:R:3 method="wB97M-V/def2-TZVPD" homo_energy_ha="-0.571 / -0.570" total_charge=+3 multiplicity=4 largest_force_ev_per_a=1.479 orbital_gap_ev="6.73 / 4.55" molar_mass_da=882.9
H 2.758 -1.815 2.454
C 1.802 -4.495 -0.164
H -2.582 4.713 -2.013
H 5.148 2.427 -0.213
H 4.112 0.351 -3.807
C 4.712 1.482 -2.083
O -1.945 -2.783 -1.035
C 2.415 1.210 4.070
As 1.177 -0.373 0.336
C -1.422 -2.395 2.401
C 3.130 1.259 1.361
H -0.400 -2.154 2.130
H 0.867 6.787 0.993
H -5.120 -3.181 3.498
H -1.661 -2.923 -0.115
C -2.497 -1.674 1.885
H -2.753 1.812 -3.033
C 0.746 4.708 1.518
H 0.944 -0.935 -4.881
H -5.279 0.598 -0.501
C 3.893 1.943 2.303
H 0.420 0.753 -4.805
C 0.185 3.472 1.269
C -0.551 5.773 -0.229
C 4.487 1.753 -0.742
N -2.088 4.113 -1.366
C 0.097 -0.277 -4.674
C 3.426 1.149 -0.076
C 2.006 0.551 1.812
N -0.342 0.497 -2.370
C 3.901 0.588 -2.773
H -0.282 -3.106 -4.200
C -3.828 -0.344 0.772
H -3.651 -0.025 -2.026
C 2.484 -2.561 1.722
C -4.106 -2.973 3.180
H 1.549 -5.246 -0.901
C -1.199 -2.863 -3.661
C 1.347 -3.195 -0.314
H 1.462 4.808 2.322
H 2.149 1.187 5.118
H -1.953 -2.625 -4.417
C -1.111 4.528 -0.472
H 4.141 2.440 4.370
C -2.256 2.803 -1.224
H 5.537 1.957 -2.597
C 0.399 5.838 0.769
H 0.758 -0.021 3.471
C 2.824 -0.006 -2.129
O 0.148 1.625 -2.567
H -3.216 -4.488 4.384
C 3.535 1.915 3.643
N -1.451 2.290 -0.289
C 2.935 -3.866 1.864
H -0.848 6.650 -0.789
C -0.727 3.375 0.227
H 0.737 -2.929 -1.171
C -0.981 -1.687 -2.789
N -1.291 -1.669 -1.506
H 4.772 2.493 1.995
C 2.583 0.296 -0.804
C -0.409 -0.467 -3.289
H 3.560 -4.123 2.708
N -3.309 0.663 -1.361
H -0.677 -0.505 -5.409
H -4.123 1.683 0.287
H -0.911 -3.996 3.713
C -4.237 0.711 -0.198
H 2.200 -0.718 -2.658
H 0.398 2.620 1.889
C 1.693 -2.229 0.628
H -1.535 -3.722 -3.091
C -3.183 1.967 -2.040
H 2.944 -5.847 1.047
H -4.150 2.459 -2.171
C -3.035 -3.691 3.676
C -3.812 -1.972 2.265
C -1.717 -3.409 3.292
N -4.617 -1.105 1.531
N -2.545 -0.634 0.954
H -5.625 -1.059 1.580
Re -1.190 0.146 -0.560
C 1.639 0.523 3.147
C 2.593 -4.831 0.927